# 1
C4H17AgN6O8 | ωB97M-V/def2-TZVPD

CARTESIAN COORDINATES (ANGSTROEM)
1 Ag 0.7227 -0.0488 -0.3309
2 O 3.0926 -0.4562 -0.5278
3 O 0.1275 1.2793 -2.1888
4 O -0.6036 -1.8642 -0.5770
5 O 0.9995 -1.0569 1.6348
6 O 0.8970 -1.6982 -2.1467
7 O -1.1436 0.9428 0.8935
8 O 1.6872 2.0173 0.0519
9 O -0.5387 -3.4428 -2.1739
10 N -1.5602 1.5602 3.0330
11 N -3.2651 1.6143 1.4708
12 N 1.0157 -1.2884 3.8821
13 N -0.0467 -2.8434 2.5295
14 N 0.4516 0.4246 -4.2549
15 N -1.0293 2.1519 -3.9419
16 C -0.1183 1.2990 -3.3986
17 C 0.6677 -1.7008 2.6291
18 C -1.9222 1.3950 1.7170
19 C -0.0368 -2.3180 -1.6505
20 H -1.7296 2.6100 -3.3905
21 H -0.3074 -3.0046 1.5672
22 H 1.8542 2.2935 0.9590
23 H -3.4864 1.6915 0.4913
24 H -1.0074 2.3890 -4.9175
25 H -2.0388 2.2407 3.5971
26 H -0.4468 -3.3693 3.2814
27 H 0.7008 -1.7427 4.7192
28 H 1.1145 -0.2266 -3.8708
29 H -0.5927 1.3642 3.2153
30 H 2.3921 2.4092 -0.4744
31 H -1.2849 -3.6511 -1.5881
32 H -3.6904 2.2879 2.0887
33 H 3.7260 -0.2861 0.1766
34 H 3.6214 -0.7140 -1.2904
35 H 0.1086 0.2759 -5.1852
36 H 1.6700 -0.5340 3.9705

Forces on atoms 1 to 2 (eV/Å):
-1.3 -0.7 -0.4
0.6 0.0 0.0

Properties
Multiplicity: 2
Gap between HOMO and LUMO (alpha / beta), eV: 10.2389 / 6.9188
Total charge: +1
Calculated total energy, a.u.: -1239.94853

=====

# 2
C4H17N2O2 | ωB97M-V/def2-TZVPD

CARTESIAN COORDINATES (ANGSTROEM)
1 O 2.4978 0.1406 -2.8080
2 O 0.1416 4.8454 -0.3380
3 N -1.0543 -3.3373 0.4307
4 N 0.9582 -1.6379 0.1557
5 C -0.3306 -0.8758 0.3833
6 C 0.0093 0.5435 0.9487
7 C -1.2586 1.5718 0.8872
8 C -1.3903 -1.9917 1.0413
9 H -2.3236 -1.6953 0.5904
10 H -1.0585 -4.2118 0.9261
11 H -1.2089 2.2017 1.7969
12 H 2.3124 0.2989 -3.7456
13 H 0.6518 -2.5560 -0.0709
14 H 3.3543 -0.4288 -3.0196
15 H -0.5778 4.2138 -0.6102
16 H -1.8252 -3.3173 -0.2551
17 H -2.2527 1.1089 0.8590
18 H -0.7625 -0.5011 -0.6197
19 H 0.2191 0.6295 2.0495
20 H -1.1833 2.2283 0.0455
21 H 1.5019 -1.1364 -0.5618
22 H -0.0755 5.4762 0.2565
23 H 1.2501 -1.7858 1.1274
24 H 0.9820 0.8486 0.6283
25 H -1.6247 -1.9216 2.1034

Forces on atoms 1 to 2 (eV/Å):
3.0 -2.2 -1.3
0.9 -4.5 -3.8

Properties
Multiplicity: 1
Gap between HOMO and LUMO, eV: 10.8383
Total charge: +1
Calculated total energy, a.u.: -422.27566

=====

# 3
C4H17N2O2 | ωB97M-V/def2-TZVPD

CARTESIAN COORDINATES (ANGSTROEM)
1 O 0.2850 1.8262 -2.5548
2 O -0.7850 -6.7007 -2.8637
3 N 0.7740 -0.2707 -0.0583
4 N -0.8954 2.0317 -0.1878
5 C 2.0644 -0.3933 0.6783
6 C -0.1377 2.2291 2.2424
7 C -0.8333 1.2898 1.1501
8 C -0.4221 -0.3484 0.8528
9 H 2.4481 0.5138 1.2583
10 H -1.5063 -5.9651 -2.9461
11 H 0.0424 1.4921 2.9403
12 H 1.9461 -1.3203 1.2180
13 H -1.1512 3.0461 -0.0429
14 H 0.0742 1.6784 -0.6486
15 H -0.0571 -0.5647 1.8438
16 H -0.8242 2.8788 2.6742
17 H 2.8485 -0.7604 -0.1312
18 H 0.8367 0.9659 -2.5448
19 H -1.2089 -1.0232 0.5671
20 H -1.6814 1.6703 -0.7743
21 H 0.6957 2.8816 2.0195
22 H -0.9445 -7.2573 -2.1700
23 H -0.3687 1.6951 -3.2777
24 H 0.7054 -0.8662 -0.7716
25 H -1.9047 1.2713 1.5272

Forces on atoms 1 to 2 (eV/Å):
0.8 -2.3 -0.8
-0.8 4.5 -3.5

Properties
Multiplicity: 1
Gap between HOMO and LUMO, eV: 10.1937
Total charge: +1
Calculated total energy, a.u.: -422.25689